Density functional theory data (the ωB97M-V functional and the def2-TZVPD basis) for a single C4H6O2S molecule.

Computed properties:
- E_HOMO (eV) = -8.4248
- multiplicity = 1
- E_LUMO (eV) = 0.82
- SMILES = C1=CSCOCO1
- electronic energy (eV) = -19174.035
- relative energy (zero: lowest compared OMol25 entry of this formula, charge and spin) (kcal/mol) = 29.33
- HOMO-LUMO gap (eV) = 9.2

Positions of all 13 atoms, in Å:
S: 1.568 -0.085 -0.278
O: -1.589 0.617 0.248
O: -0.716 -1.548 0.019
C: 0.691 1.431 -0.001
C: 0.483 -1.196 0.666
C: -0.609 1.575 0.228
C: -1.392 -0.501 -0.598
H: -0.884 -0.198 -1.504
H: -1.063 2.552 0.468
H: 0.281 -0.705 1.617
H: 1.045 -2.098 0.792
H: 1.303 2.299 0.006
H: -2.374 -0.896 -0.849

=====

Density functional theory data (the ωB97M-V functional and the def2-TZVPD basis) for 14 unconnected molecules or ions with the total composition C60H148N4O20P4 in a non-equilibrium geometry.

Computed properties:
- E_HOMO (eV) = -8.8946
- multiplicity = 1
- E_LUMO (eV) = 0.42
- electronic energy (eV) = -148695.891
- HOMO-LUMO gap (eV) = 9.3

Positions of all 236 atoms, in Å:
P: -5.742 2.873 2.540
P: -4.568 -1.421 6.430
P: 0.458 6.010 0.342
P: 0.061 -0.376 0.262
O: -1.061 -0.605 -0.922
O: 0.418 7.386 -0.480
O: 1.320 0.118 -0.559
O: -6.109 -1.877 6.860
O: 3.708 1.260 3.353
O: -6.329 2.791 4.051
O: 0.292 -1.448 1.221
O: 0.024 6.159 1.758
O: -7.022 3.429 1.712
O: -1.758 -5.186 3.556
O: -3.663 -1.223 7.596
O: -0.454 0.990 0.912
O: -4.103 -2.584 5.357
O: -4.683 -0.173 5.389
O: -0.353 4.953 -0.574
O: -5.177 1.663 1.914
O: -4.765 4.181 2.654
O: 6.081 4.302 -1.667
O: -0.667 1.796 5.578
O: 1.952 5.459 0.161
N: -1.555 -3.245 2.355
N: -1.140 3.811 6.413
N: 6.221 3.998 0.499
N: 1.901 0.612 4.479
C: 2.647 5.466 -1.072
C: -7.619 4.691 2.108
C: 0.252 2.537 -4.734
C: 1.882 2.752 3.232
C: -2.123 1.866 7.489
C: 3.444 -3.478 -0.383
C: 2.303 -0.692 -3.868
C: 8.080 5.015 -0.635
C: -1.430 -5.997 -6.639
C: 1.044 8.533 -0.057
C: -7.289 1.823 4.365
C: 6.990 0.732 -1.574
C: 2.465 -0.665 5.006
C: -1.270 2.475 6.387
C: 6.041 -3.732 1.472
C: -4.732 3.494 -2.292
C: 4.921 -2.683 1.550
C: -1.564 1.005 1.861
C: -2.369 -0.086 -6.493
C: -3.835 -3.878 5.910
C: 6.288 -5.126 -3.903
C: -4.047 -4.945 -2.162
C: 0.427 -4.265 3.270
C: 7.381 -3.205 2.092
C: 8.360 -4.305 2.455
C: 2.565 0.427 -0.003
C: 0.367 -5.849 -0.698
C: -3.804 1.094 -2.113
C: -5.557 4.620 -1.625
C: 1.015 1.506 -3.896
C: -3.596 0.088 4.496
C: -1.630 -4.475 -6.262
C: 1.544 0.321 -4.722
C: 2.562 1.485 3.674
C: -5.655 5.865 -2.485
C: -2.702 -5.104 -1.377
C: -0.464 3.482 -3.756
C: 6.707 4.415 -0.648
C: -5.071 -3.978 -1.598
C: 6.823 -3.679 -3.997
C: -0.782 -3.612 -7.204
C: 3.607 -3.322 1.106
C: 6.470 -0.653 -1.479
C: 4.930 3.371 0.699
C: -3.485 4.103 3.276
C: -1.054 -4.261 3.109
C: 6.419 -2.952 -2.619
C: -2.925 -2.976 1.913
C: -0.793 -1.670 -1.828
C: -0.745 -6.809 -1.084
C: -2.124 -1.498 -7.035
C: 2.861 -1.775 -4.715
C: -6.777 -1.247 7.892
C: -1.755 -6.171 -2.033
C: -0.782 -2.175 -6.673
C: -6.711 6.854 -1.892
C: 6.937 -1.530 -2.669
C: -4.379 2.261 -1.275
C: -0.529 3.614 -0.177
C: -0.310 4.570 5.456
H: 8.075 0.824 -1.612
H: -2.599 4.074 2.642
H: -1.630 4.331 7.127
H: 1.017 -6.352 0.018
H: 0.033 -1.684 -7.205
H: 2.792 4.476 -1.507
H: -2.460 1.537 1.544
H: -5.320 -4.331 -0.597
H: 6.357 -3.173 -4.842
H: -2.952 1.389 -2.725
H: -6.515 7.125 -0.855
H: -4.700 6.390 -2.491
H: -0.318 -7.728 -1.485
H: 1.632 8.335 0.839
H: -0.508 2.173 -5.425
H: -3.465 -3.900 1.706
H: -4.157 -4.068 6.933
H: 6.715 -5.690 -4.732
H: -2.676 -4.168 -6.288
H: 3.651 5.866 -0.932
H: 5.761 -4.668 1.956
H: -5.129 4.791 -0.637
H: -3.471 1.167 4.596
H: 2.564 0.420 1.087
H: 0.007 -4.971 -0.162
H: 6.743 -5.574 -3.020
H: 2.259 0.666 -5.469
H: 6.247 -3.981 0.431
H: -6.844 7.773 -2.464
H: -1.970 0.000 1.975
H: 0.255 3.085 -0.719
H: -1.242 -4.292 -5.260
H: -0.894 -2.527 2.095
H: 3.551 -0.755 4.989
H: 1.827 1.973 -3.338
H: 0.353 9.314 0.261
H: 6.806 -1.070 -0.530
H: 0.827 2.522 3.086
H: 0.341 1.122 -3.131
H: -1.238 1.405 2.821
H: -8.666 4.445 2.281
H: -2.424 -6.982 -2.322
H: 2.171 6.069 -1.845
H: -2.423 -0.011 -5.407
H: 5.132 -1.815 0.926
H: -0.495 4.258 4.428
H: 0.857 -4.264 2.269
H: -7.319 4.980 3.115
H: -3.343 0.290 -6.807
H: 1.074 0.996 4.914
H: 3.530 -4.277 1.625
H: -7.481 5.490 1.379
H: 3.372 -0.277 -0.207
H: -5.276 1.911 -0.765
H: -0.525 -1.327 -2.827
H: 0.688 4.478 5.885
H: -2.734 1.111 6.994
H: -3.438 4.958 3.949
H: 1.628 -1.166 -3.156
H: -3.003 -2.065 -6.727
H: 7.113 -2.689 3.014
H: 6.559 -1.008 -3.548
H: 0.972 -5.498 -1.534
H: -0.390 -6.281 -6.483
H: -4.357 -4.600 5.282
H: -6.603 -1.715 8.862
H: -0.358 3.461 0.888
H: 6.638 4.293 1.370
H: 6.677 1.258 -0.672
H: -6.529 4.243 -1.306
H: -7.848 -1.194 7.697
H: -5.312 2.975 -3.056
H: -7.714 6.429 -1.950
H: -1.780 -2.033 -2.113
H: -1.519 0.519 -6.808
H: 7.998 -1.421 -2.894
H: 4.950 2.634 1.502
H: -3.686 2.576 -0.495
H: 4.839 -2.406 2.601
H: -2.776 2.545 8.037
H: 2.431 -3.686 -0.727
H: -1.116 -3.623 -8.241
H: -5.981 5.667 -3.506
H: 1.960 -1.484 4.495
H: -0.706 4.383 -4.319
H: 2.813 -2.671 1.471
H: 8.402 4.858 0.395
H: 0.950 3.084 -5.367
H: -1.590 -6.210 -7.696
H: -3.538 0.278 -1.441
H: 3.449 -1.409 -5.556
H: 0.801 -3.452 3.891
H: 1.676 9.022 -0.798
H: -0.200 -2.532 -1.522
H: 2.860 1.413 -0.361
H: -2.681 -0.367 4.875
H: -6.530 -0.187 7.948
H: -7.104 1.502 5.390
H: 0.696 -0.246 -5.105
H: -4.623 -5.870 -2.169
H: -1.490 3.217 -0.504
H: 7.876 -3.656 -4.277
H: 2.054 -2.332 -5.191
H: -2.818 -2.400 0.994
H: 0.233 3.937 -3.052
H: 3.101 -0.178 -3.331
H: 6.597 1.313 -2.408
H: 5.381 -0.648 -1.437
H: 5.203 -5.211 -3.974
H: 8.762 4.494 -1.307
H: -4.417 0.619 -2.879
H: -1.298 3.099 -3.167
H: -1.278 -7.188 -0.213
H: -3.452 -2.436 2.700
H: -2.986 -5.402 -0.367
H: -0.703 5.586 5.494
H: -4.562 -3.019 -1.498
H: -3.292 3.245 3.920
H: 8.282 6.034 -0.967
H: 3.574 -2.504 -0.855
H: -2.040 -4.257 -1.197
H: 2.377 2.984 2.288
H: -5.928 -3.951 -2.270
H: -3.795 3.878 -2.695
H: -3.735 -0.130 3.438
H: 5.358 -3.001 -2.376
H: 7.875 -5.016 3.123
H: 4.562 2.805 -0.156
H: 7.885 -2.533 1.397
H: -2.176 -1.482 -8.124
H: 6.780 -3.446 -1.717
H: -1.185 -5.815 -2.891
H: -1.541 1.274 8.196
H: 2.220 -0.662 6.068
H: 9.205 -3.979 3.062
H: 2.096 3.541 3.952
H: -3.828 -4.644 -3.187
H: 0.206 -4.071 -7.249
H: -8.330 2.140 4.421
H: -2.811 -4.250 5.873
H: 8.729 -4.799 1.556
H: -0.517 -2.143 -5.616
H: 4.157 -4.218 -0.748
H: -2.068 -6.597 -5.991
H: 0.776 -5.213 3.679
H: 4.191 4.123 0.976
H: -7.251 0.868 3.840
H: 3.415 -2.485 -4.100

=====

Density functional theory data (the ωB97M-V functional and the def2-TZVPD basis) for a molecular structure, C5H8N2O in a non-equilibrium geometry.

Computed properties:
- E_HOMO (eV) = -8.9543
- multiplicity = 1
- E_LUMO (eV) = -0.38
- electronic energy (eV) = -10335.504
- relative energy (zero: lowest compared OMol25 entry of this formula, charge and spin) (kcal/mol) = 166.54
- HOMO-LUMO gap (eV) = 8.6

Positions of all 16 atoms, in Å:
O: -2.362 0.825 0.447
N: 0.829 -0.716 -0.842
N: 2.435 0.329 0.678
C: 1.908 -0.896 -0.019
C: -1.636 -1.571 0.224
C: -1.578 0.053 -0.118
C: 0.126 1.783 -0.305
C: -0.075 0.346 -0.559
H: -1.036 -1.737 1.430
H: -0.779 2.271 -0.046
H: 3.286 -0.001 1.370
H: -2.780 -2.137 0.032
H: 2.504 -1.704 -0.304
H: -0.702 -2.440 -0.275
H: 2.035 1.128 0.650
H: 1.052 2.443 -0.629

=====

Density functional theory data (the ωB97M-V functional and the def2-TZVPD basis) for a single C25H26N2O2 molecule.

Computed properties:
- E_HOMO (eV) = -8.2051
- multiplicity = 1
- E_LUMO (eV) = 0.30
- SMILES = CCc1ccc(CN(Cc2cccnc2)C(=O)/C=C/c2ccc(OC)cc2)cc1
- electronic energy (eV) = -33422.063
- relative energy (zero: lowest compared OMol25 entry of this formula, charge and spin) (kcal/mol) = 19.16
- HOMO-LUMO gap (eV) = 8.5

Positions of all 55 atoms, in Å:
O: 1.540 -2.043 -0.711
O: -6.741 -2.630 -1.755
N: 3.559 -1.558 4.204
N: 1.513 -0.330 0.747
C: 1.252 4.298 -1.127
C: 4.548 0.432 2.553
C: 0.473 3.213 -1.507
C: -1.217 -1.952 -1.029
C: -3.109 -2.909 -2.255
C: -0.586 -1.270 -0.065
C: 4.516 -0.745 4.620
C: -5.393 -2.508 -1.639
C: -3.598 -1.513 -0.376
C: 0.905 0.814 1.396
C: 1.010 2.048 0.532
C: 3.094 -1.400 2.979
C: -2.644 -2.114 -1.206
C: 5.047 0.265 3.834
C: 0.855 5.450 -3.381
C: 1.413 5.539 -1.966
C: 1.794 3.127 0.916
C: 0.355 2.103 -0.690
C: -4.942 -1.705 -0.587
C: -4.457 -3.110 -2.474
C: 3.547 -0.418 2.100
C: 2.964 -0.290 0.722
C: -7.260 -3.426 -2.793
C: 1.909 4.235 0.099
C: 0.888 -1.246 -0.051
H: 1.076 6.369 -3.920
H: -6.975 -3.040 -3.777
H: -5.678 -1.243 0.052
H: 3.285 -1.131 0.098
H: -2.394 -3.384 -2.911
H: 4.930 1.212 1.908
H: -3.282 -0.886 0.444
H: -0.250 1.265 -1.008
H: 2.479 5.779 -2.017
H: 5.827 0.907 4.214
H: 1.306 4.621 -3.921
H: -6.934 -4.467 -2.703
H: 2.316 -2.088 2.676
H: -0.224 5.318 -3.369
H: 2.523 5.068 0.413
H: 2.316 3.100 1.863
H: 1.429 0.978 2.344
H: -1.131 -0.769 0.717
H: -0.140 0.610 1.627
H: -0.051 3.221 -2.450
H: 0.926 6.368 -1.442
H: -0.592 -2.441 -1.767
H: -8.342 -3.378 -2.688
H: -4.768 -3.736 -3.296
H: 4.866 -0.915 5.630
H: 3.302 0.644 0.255

=====

Q: Number 3 is which compound?
A: C5H8N2O

=====

Q: What is the HOMO-LUMO gap in the third record?
A: 8.6 eV